Below is C30H75CaIN4O12 as an isolated structure, with properties calculated with wB97M-V/def2-TZVPD.

XYZ file:
```
123
Properties=species:S:1:pos:R:3:forces:R:3:lowdin_charge:R:1
Ca 1.11222 0.89107 -2.54559 1.4961 -1.2062 -1.0764 1.050
I 0.02399 -0.19180 -0.09450 -0.3219 -0.0570 0.6625 0.110
C 3.37693 1.17174 -6.32467 -0.2594 -0.9373 0.1443 -0.002
C 2.60112 1.09296 -5.01892 0.2212 -1.5454 1.6768 -0.726
O 1.97720 2.06579 -4.58804 -1.0902 2.6930 -0.3466 -0.111
O 2.56600 0.05368 -4.27177 0.9260 -0.5958 -1.2264 -0.168
H 3.52078 0.14662 -6.66604 -0.0777 0.0420 -0.2169 0.074
H 4.38256 1.57868 -6.21886 -0.1704 0.2791 0.2838 0.077
H 2.80779 1.74592 -7.05577 0.1395 0.0232 0.0747 0.077
C -0.39870 -2.11735 -3.63089 1.1551 0.1307 0.0603 -0.105
O -0.42359 -0.68802 -3.79257 -0.7645 -0.2496 -0.3399 -0.241
H -0.07343 -2.61467 -4.54465 -0.0343 0.1559 -0.2238 0.086
H 0.41299 -2.23569 -2.91309 -0.4440 -0.6242 0.2908 0.068
H -1.35820 -2.54150 -3.33497 0.0890 0.2445 0.4027 0.082
H -1.21287 -0.51872 -4.31214 0.0180 0.3477 -0.0834 0.076
C -0.15764 -1.50041 5.54320 0.2998 0.2134 -0.6801 -0.085
O 0.72662 -2.36862 4.78663 -0.6878 0.2094 1.1561 -0.164
C 0.95387 -1.93182 3.47725 -0.3377 -0.0380 -1.0994 -0.260
C 1.15111 -2.96376 2.36792 0.4761 -0.9323 0.1172 -0.236
N 2.10984 -4.02106 2.59007 1.2152 -0.6553 0.4274 -0.050
C 3.50937 -3.63326 2.82900 -1.0719 -0.4889 1.0081 -0.195
C 4.40579 -4.80387 3.14163 -0.5256 -0.9255 0.1441 -0.213
O 4.53912 -5.68167 2.02950 -1.0878 -0.5037 0.9213 -0.185
C 5.47562 -5.38894 1.07826 1.4817 -0.0252 -0.3443 -0.151
H -0.04458 -0.44629 5.28993 0.4524 0.1324 -0.3087 0.074
H 0.00990 -1.53752 6.61960 0.2955 -0.6256 -0.1403 0.081
H -1.21209 -1.68980 5.34226 -0.0690 -0.5071 -0.0858 0.081
H 1.82102 -1.27568 3.40221 0.0702 0.3654 0.4386 0.099
H 0.08179 -1.41610 3.07529 -0.0714 0.6075 0.2170 0.092
H 1.47890 -2.35709 1.52376 -0.3346 0.3297 -0.3531 0.038
H 0.24378 -3.50092 2.09162 -0.2953 0.3982 0.0563 0.117
H 2.01496 -4.77080 1.91999 0.1081 0.1686 -0.0435 0.075
H 3.40763 -3.08836 3.76753 0.6093 0.6431 -0.0868 0.120
H 4.01765 -3.06054 2.05327 -0.2451 0.5611 -0.3161 0.110
H 3.99721 -5.43677 3.92942 -0.5321 0.0630 -0.0718 0.125
H 5.35473 -4.50920 3.58971 0.4901 0.3749 -0.5936 0.118
H 5.76408 -6.31210 0.57559 -0.3215 -0.0778 -0.2236 0.088
H 6.39892 -5.07431 1.56470 0.2834 0.4549 -0.0288 0.085
H 5.18088 -4.65249 0.33067 -0.1738 0.2007 -0.0486 0.080
C -4.13162 -1.47429 -1.08761 -0.6653 0.1947 1.0390 -0.109
O -4.24998 -2.23192 -2.30049 1.3454 1.1210 0.3293 -0.184
C -5.09090 -3.35900 -2.25645 -1.0327 0.7842 0.9472 -0.227
C -4.64724 -4.37175 -1.19635 0.1171 -1.0789 -1.9771 -0.206
N -3.29273 -4.93399 -1.47919 -0.6847 0.5661 0.7625 -0.048
C -2.79279 -5.70531 -0.31770 0.7243 0.6004 -1.0657 -0.188
C -1.28508 -6.04422 -0.49436 0.2537 0.6598 1.0061 -0.183
O -0.43642 -4.87911 -0.27007 -0.3039 0.0413 -0.9604 -0.217
C 0.95553 -5.14024 -0.53204 -0.9212 -0.5931 0.5560 -0.102
H -3.49863 -0.58723 -1.11076 0.3262 -0.3246 -1.0963 0.054
H -3.80602 -1.95883 -0.16711 0.7169 -1.0614 -0.4270 0.079
H -5.06122 -1.08364 -0.67370 -0.9266 0.0582 -0.8122 0.080
H -5.37131 -3.67595 -3.26096 1.3857 -0.5681 -0.2614 0.123
H -6.08230 -2.96721 -2.02901 -0.4521 -0.0870 1.0141 0.111
H -5.29692 -5.23758 -1.32429 -0.4352 0.0348 0.4009 0.115
H -4.82838 -3.92224 -0.22002 0.4155 -0.1286 0.3156 0.104
H -2.67449 -4.14950 -1.62902 0.3089 0.1718 0.0415 0.084
H -3.38227 -6.61902 -0.24176 0.1740 -0.2204 -0.0811 0.114
H -2.99639 -5.13541 0.58887 0.4455 -0.0199 0.4216 0.111
H -1.06918 -6.50597 -1.45784 -0.2060 0.2395 -0.3321 0.116
H -0.97875 -6.77462 0.25449 -0.1793 -0.2712 0.2250 0.112
H 1.14219 -5.52281 -1.53548 -0.2105 -0.1213 -0.1677 0.085
H 1.23987 -5.89159 0.20465 0.5096 -0.2740 -0.0987 0.080
H 1.59704 -4.26963 -0.39565 -0.5710 0.3100 0.1483 0.079
C -1.47773 2.44898 -3.58710 0.1083 -1.5783 -1.4854 -0.068
O -0.40460 2.50061 -2.64958 -2.0751 2.2865 -0.5177 -0.365
C -0.08225 3.87368 -2.42323 1.1955 0.6408 2.4986 -0.180
C 1.04495 3.87078 -1.36061 -0.1303 0.8414 -1.4983 -0.194
N 2.08529 3.02027 -1.90484 1.1489 -0.8827 3.2115 -0.131
C 3.20238 2.89320 -0.89456 1.0539 0.4760 -1.1128 -0.174
C 4.19455 1.81359 -1.35204 -2.0845 0.3206 1.6632 -0.151
O 3.41388 0.57516 -1.18885 1.5530 0.9707 -0.9120 -0.305
C 4.22591 -0.48006 -0.70450 -0.7967 -0.7309 0.9522 -0.106
H -1.54916 1.40883 -3.90504 -0.0279 -0.0567 0.2069 0.069
H -1.20534 2.95618 -4.51265 0.0894 0.4466 0.1359 0.105
H -2.50026 2.70883 -3.31321 0.3424 0.5492 0.9096 0.103
H -0.85416 4.45683 -1.92104 -0.7390 -0.2976 -0.4531 0.107
H 0.24616 4.43326 -3.29908 -0.0471 -0.5219 -0.4452 0.138
H 0.69861 3.63296 -0.35483 -0.0162 -0.6590 -0.2322 0.113
H 1.48744 4.86288 -1.27100 -0.4341 0.5558 0.0673 0.120
H 2.48214 3.46823 -2.71845 0.0335 -0.1029 -0.3240 0.115
H 3.07661 2.75031 0.17869 -1.7695 -1.0283 -0.2229 0.102
H 3.68262 3.85524 -0.71585 0.5871 0.5679 -1.0311 0.119
H 4.94175 1.85925 -0.55977 0.6514 -0.3779 -0.4911 0.122
H 4.54583 2.01605 -2.36382 0.1923 -0.5714 -0.0162 0.130
H 5.18613 -0.63777 -1.19563 -0.2151 0.1557 -0.4185 0.097
H 3.61436 -1.38205 -0.68213 0.0284 -0.1181 -0.7148 0.080
H 4.40113 -0.37695 0.36637 0.3488 0.6204 0.2423 0.084
C -0.40978 6.87319 0.07891 0.7902 0.5381 -0.8382 -0.131
O -0.86429 5.57280 0.37278 -0.2010 0.6424 -0.4378 -0.195
C -2.25119 5.65573 0.69512 0.2623 -0.3424 1.1703 -0.228
C -2.79485 4.30377 1.05534 0.6207 -0.4343 -0.6663 -0.194
N -3.06796 3.54616 -0.18643 -1.0811 1.4746 0.2018 -0.056
C -3.58636 2.19517 -0.01184 -0.0181 1.0026 1.9073 -0.180
C -4.77350 2.05899 1.04967 0.5917 0.2029 -1.6482 -0.201
O -6.04020 2.60298 0.66992 -0.6730 -0.0610 0.8780 -0.185
C -7.07053 2.36054 1.68457 0.8306 -1.2850 -0.4622 -0.088
H 0.67696 6.95656 0.06736 0.1369 -0.6927 -0.0880 0.082
H -0.67490 7.68954 0.75077 -0.6764 -0.3677 0.5881 0.086
H -0.76081 7.17806 -0.90694 -0.0968 0.0800 -0.2316 0.090
H -2.93486 6.03871 -0.06253 0.4925 0.4611 -0.5099 0.132
H -2.24871 6.29581 1.57739 -0.6021 0.1945 0.1280 0.121
H -3.64359 4.53956 1.69732 -0.3479 -0.6489 -0.2720 0.122
H -2.02454 3.75996 1.60215 -0.0099 0.0194 0.7413 0.119
H -2.17240 3.53724 -0.65334 -0.0155 -0.4358 -0.2524 0.069
H -2.78250 1.67847 0.51250 0.0125 -0.9504 0.0007 0.070
H -3.72426 1.74812 -0.99632 -0.4965 -0.1063 0.2303 0.103
H -4.50866 2.52422 1.99916 0.4400 -0.1867 0.0363 0.105
H -4.77654 0.97391 1.15309 -0.6006 -0.2460 0.3837 0.106
H -7.80143 3.15351 1.84292 0.4887 0.3130 -0.4524 0.082
H -6.66167 2.04002 2.64280 0.5549 0.6878 0.2520 0.075
H -7.60748 1.44220 1.44703 -0.3339 0.0351 -0.6386 0.076
C 2.10466 4.16452 3.82664 0.7487 0.5660 0.2512 -0.055
C 1.81989 3.02918 2.89512 -0.9133 -0.9361 0.3285 -0.481
C 2.49108 1.70674 3.27025 0.3609 0.4643 0.3447 -0.050
O 0.39494 2.79916 3.02076 0.3292 0.0832 -0.3682 -0.081
H 2.19380 3.79346 4.84766 -0.6842 0.0638 0.1498 0.083
H 1.32442 4.91114 3.67872 -0.0579 -0.0602 0.4236 0.083
H 3.05443 4.68673 3.71112 0.2023 -0.1666 -0.6004 0.077
H 1.93553 3.28499 1.84189 0.6580 0.2122 -0.0311 0.105
H 2.24557 1.48161 4.30810 -0.1104 0.1248 0.1284 0.080
H 3.57676 1.79876 3.23954 0.1590 -0.1843 -0.2635 0.079
H 2.13290 0.84579 2.70583 0.1236 0.2355 -0.4070 0.047
H 0.26854 2.26814 2.23105 -0.9264 -0.4802 -0.0600 0.027
```
Forces are in eV/Å.

Properties
Total energy, eV: -89392.768